No. 1
ORCA calculation (ωB97M-V/def2-TZVPD) on a single C16H14Cl2N2O molecule.

```
35
Properties=species:S:1:pos:R:3:forces:R:3:lowdin_charge:R:1
O -1.76533 0.48040 -0.10868 -0.06 -0.13 0.42 0.069
C -1.28579 0.61112 -1.21264 0.06 0.08 -0.51 -0.542
N -1.46182 1.74225 -1.96611 -0.08 0.18 -0.27 0.067
H -0.88476 1.89335 -2.77857 0.01 -0.08 0.09 0.139
C -2.06318 2.92686 -1.38211 -0.01 -0.03 0.11 -0.135
C -1.01818 3.89379 -0.88602 -0.09 0.05 -0.06 -0.211
C -0.23923 3.55461 0.21526 -0.01 0.08 -0.04 -0.022
C 0.75375 4.40321 0.66654 0.03 0.04 0.00 -0.095
C 0.96862 5.60564 0.01043 -0.18 -0.09 -0.14 -0.678
C 0.20239 5.96192 -1.08691 0.15 0.07 0.09 -0.106
C -0.78508 5.10005 -1.53171 -0.05 -0.14 0.11 -0.040
H -1.38405 5.37706 -2.38726 -0.08 0.03 -0.09 0.111
H 0.37809 6.90139 -1.58688 0.04 0.09 -0.02 0.104
Cl 2.20718 6.67535 0.56939 0.14 0.12 0.07 0.668
H 1.35517 4.13943 1.52209 0.07 0.00 0.08 0.106
H -0.42005 2.61787 0.72070 -0.02 -0.12 0.08 0.114
H -2.70443 3.39972 -2.13065 0.01 -0.01 0.13 0.121
H -2.67561 2.57331 -0.54865 -0.02 0.11 -0.18 0.128
N -0.55113 -0.35398 -1.86950 0.13 0.10 -0.32 0.086
C -0.23149 -1.62714 -1.41061 -0.08 -0.20 0.48 -0.086
C -0.54650 -2.13443 -0.21486 -0.10 0.50 -0.26 -0.042
C -0.19942 -3.45954 0.26152 0.16 -0.55 0.15 -0.224
C 0.44915 -4.42376 -0.51502 -0.10 0.10 0.16 -0.033
C 0.75461 -5.66852 -0.00234 0.02 -0.07 0.05 -0.107
C 0.41416 -5.97361 1.30617 -0.08 0.22 -0.02 -0.683
C -0.23239 -5.04041 2.10068 0.09 -0.22 -0.02 -0.105
C -0.53364 -3.80004 1.57628 0.06 0.10 -0.27 -0.032
H -1.03799 -3.07224 2.19436 -0.06 0.09 0.06 0.114
H -0.49563 -5.28652 3.11761 -0.01 -0.04 0.08 0.104
Cl 0.79810 -7.53300 1.94984 0.04 -0.18 0.07 0.660
H 1.25477 -6.40436 -0.61301 0.04 -0.07 -0.03 0.103
H 0.71802 -4.20713 -1.53707 0.03 0.01 -0.12 0.102
H -1.10331 -1.51923 0.47434 -0.02 0.06 -0.02 0.095
H 0.33181 -2.19130 -2.14095 0.02 -0.04 -0.01 0.113
H -0.23879 -0.13495 -2.80275 -0.09 -0.03 0.17 0.137
```
Positions in Å, forces in eV/Å.

Its spin multiplicity is 1. The calculation puts the HOMO energy at -7.850 eV. The calculated total energy is -46892.6694 eV.



No. 2
ORCA calculation (ωB97M-V/def2-TZVPD) on a 3-piece molecular cluster, C33H76IN4O2Si overall.

```
117
Properties=species:S:1:pos:R:3:forces:R:3:lowdin_charge:R:1
C -0.94424 2.85170 4.79572 -0.01 -0.05 0.14 -0.103
O -1.58932 3.82344 4.00496 0.01 0.10 -0.08 -0.200
C -2.97644 3.61993 3.82459 -0.11 -0.02 -0.05 -0.245
C -3.46455 4.41646 2.61486 0.11 0.10 0.10 -0.169
C -2.48362 4.43395 1.43149 0.03 0.06 0.02 -0.203
C -3.16450 4.60155 0.06769 -0.03 0.05 0.05 -0.197
C -4.21744 3.52506 -0.27912 -0.02 0.07 -0.17 -0.212
C -4.01453 2.87971 -1.66136 0.03 0.13 0.00 -0.203
C -2.58567 2.37567 -1.93867 0.02 0.00 -0.03 -0.220
C -2.52225 1.20587 -2.92644 -0.12 0.08 -0.18 -0.200
C -3.08076 -0.14272 -2.45904 0.00 -0.13 -0.09 -0.187
C -2.05409 -0.97678 -1.67753 0.06 -0.15 -0.14 -0.190
C -2.67936 -2.07945 -0.81522 0.02 -0.01 -0.18 -0.294
C -3.49669 -1.56071 0.39071 -0.03 -0.15 -0.05 -0.595
I -2.57546 0.03520 1.51807 0.07 0.04 -0.02 1.060
C -3.98324 -2.61177 1.39865 -0.12 0.17 0.12 -0.186
N -3.00375 -3.73480 1.59287 -0.04 0.07 0.05 0.073
C -2.52409 -4.29317 0.28400 -0.20 -0.04 -0.12 -0.068
C -1.70868 -3.24950 -0.49279 0.07 0.06 0.01 -0.472
N -1.29233 -3.84902 -1.74987 -0.06 -0.11 0.06 0.109
C -0.45437 -2.89319 0.35507 0.02 -0.13 0.09 -0.098
C 0.84127 -2.52534 -0.38210 0.18 -0.11 -0.03 -0.248
O 0.93221 -1.16123 -0.70020 -0.31 -0.05 0.12 -0.219
Si 1.73415 -0.04061 0.24494 0.17 0.25 0.00 0.412
C 1.63088 -0.50073 2.06302 -0.02 -0.03 0.14 -0.147
C 0.86193 1.58173 -0.06044 -0.17 -0.06 -0.06 -0.140
C 3.51474 0.05604 -0.29931 0.05 -0.09 -0.16 -0.149
H -0.30224 2.22314 4.16569 -0.03 -0.02 0.04 0.074
H -1.66291 2.20881 5.31927 0.08 0.07 -0.03 0.086
H -0.31919 3.34645 5.54406 -0.04 -0.04 -0.09 0.090
H -3.51405 3.94591 4.72678 -0.02 -0.12 -0.07 0.126
H -3.18946 2.54464 3.69529 0.10 0.09 -0.12 0.087
H -3.65080 5.44727 2.93601 -0.02 -0.09 -0.12 0.119
H -4.43161 4.00399 2.30789 0.06 0.03 0.09 0.106
H -1.84113 3.54104 1.43560 -0.24 -0.02 -0.02 0.091
H -1.79891 5.27630 1.57703 0.04 -0.19 -0.02 0.115
H -3.62224 5.59772 0.03463 -0.01 -0.14 -0.03 0.115
H -2.38776 4.60943 -0.70191 -0.02 0.05 0.08 0.098
H -4.23590 2.74461 0.49148 0.14 0.01 -0.06 0.070
H -5.21494 3.97935 -0.26837 0.07 -0.14 0.08 0.110
H -4.73499 2.06255 -1.79122 0.05 0.06 0.09 0.100
H -4.27770 3.62338 -2.42451 0.05 -0.14 0.01 0.118
H -2.06921 2.13400 -0.99964 -0.12 -0.10 -0.06 0.073
H -2.00856 3.18768 -2.39516 0.01 -0.06 0.19 0.113
H -3.06258 1.51034 -3.83212 0.06 -0.03 0.10 0.117
H -1.48257 1.04787 -3.24073 -0.09 0.03 0.03 0.115
H -4.02451 -0.02019 -1.90820 0.18 0.15 0.03 0.098
H -3.34385 -0.71332 -3.35888 -0.09 0.00 0.16 0.119
H -1.43329 -1.50842 -2.40498 0.07 0.21 0.09 0.123
H -1.36364 -0.35133 -1.10624 -0.18 -0.05 0.11 0.062
H -3.44005 -2.53692 -1.47667 0.03 -0.04 0.18 0.155
H -4.39920 -1.10120 -0.01495 0.17 0.13 0.16 0.084
H -4.93593 -3.06365 1.10838 0.20 -0.05 -0.20 0.142
H -4.11704 -2.15136 2.37843 -0.15 -0.11 -0.11 0.090
H -2.21409 -3.39967 2.15180 0.10 0.02 -0.13 0.168
H -3.45124 -4.47568 2.13182 0.00 0.05 0.09 0.185
H -3.43622 -4.54546 -0.26831 0.16 -0.08 0.04 0.146
H -1.95144 -5.20304 0.47870 -0.01 0.14 0.03 0.144
H -0.62872 -4.60788 -1.62172 0.03 -0.05 -0.01 0.082
H -2.07702 -4.20990 -2.28114 -0.01 0.05 -0.02 0.101
H -0.21240 -3.78210 0.96243 0.00 0.08 -0.09 0.124
H -0.66945 -2.08037 1.05705 -0.02 -0.09 -0.05 0.056
H 0.92045 -3.10393 -1.30471 0.02 0.11 0.06 0.100
H 1.68191 -2.83017 0.25724 -0.10 0.00 -0.04 0.116
H 1.47584 -1.56680 2.26118 0.08 0.08 -0.07 0.025
H 0.81103 0.04360 2.54071 0.03 -0.05 0.02 0.005
H 2.55852 -0.21539 2.57224 -0.13 0.00 -0.05 0.043
H 0.25667 1.51912 -0.97107 0.11 0.04 0.02 0.024
H 1.56715 2.40828 -0.17466 -0.09 -0.03 0.04 0.023
H 0.17836 1.81748 0.76366 0.11 0.05 -0.09 0.005
H 3.57330 -0.11120 -1.38102 0.03 0.07 0.11 0.040
H 4.16052 -0.68252 0.18736 -0.08 0.09 -0.04 0.036
H 3.91722 1.05388 -0.09553 0.02 -0.13 0.04 0.029
C 3.04632 4.19035 1.75785 -0.06 -0.06 0.06 -0.092
C 2.80135 5.68625 1.63998 0.00 0.03 -0.03 -0.272
N 4.02428 6.44808 1.46626 -0.05 -0.03 -0.04 -0.201
C 3.84583 7.88003 1.64661 0.04 0.03 0.05 -0.248
C 2.95609 8.62709 0.64731 0.01 0.02 0.00 -0.084
C 4.86568 6.04307 0.35042 0.04 0.00 -0.01 -0.245
C 4.24515 6.04809 -1.05234 0.02 -0.01 -0.01 -0.081
H 3.76183 3.97541 2.55302 0.03 0.02 -0.03 0.083
H 2.10761 3.68379 1.99284 0.01 0.01 0.01 0.062
H 3.42585 3.76356 0.82734 0.01 0.01 0.00 0.052
H 2.33324 6.04199 2.56199 -0.01 0.00 -0.01 0.119
H 2.06457 5.85924 0.83788 0.01 0.00 0.00 0.101
H 4.83902 8.33650 1.65520 0.00 0.00 0.00 0.112
H 3.43727 8.02478 2.65126 -0.02 -0.02 -0.01 0.110
H 3.43801 8.74948 -0.32181 -0.01 -0.02 0.00 0.056
H 2.73443 9.62469 1.03030 0.00 0.00 -0.01 0.071
H 2.00437 8.11656 0.49206 0.00 0.00 0.01 0.065
H 5.23763 5.03677 0.55766 -0.02 -0.01 0.02 0.099
H 5.74736 6.68810 0.36400 -0.01 0.01 -0.02 0.115
H 3.25481 5.58810 -1.05495 0.01 -0.02 0.00 0.063
H 4.87481 5.47476 -1.73538 0.01 0.01 0.00 0.071
H 4.14736 7.05212 -1.46153 -0.04 0.00 0.02 0.055
C 0.27032 -8.17884 -3.77968 0.00 0.02 -0.01 -0.087
C 1.40939 -7.30596 -3.27912 0.02 0.00 -0.02 -0.269
N 1.26199 -6.91991 -1.88102 -0.13 0.04 0.00 -0.207
C 2.18083 -5.86834 -1.47549 -0.09 0.18 0.05 -0.272
C 3.68566 -6.14862 -1.46944 -0.01 -0.05 0.01 -0.071
C 1.10519 -8.02312 -0.94025 0.00 -0.04 0.05 -0.253
C 2.20235 -9.09166 -0.90077 -0.01 0.00 0.02 -0.074
H -0.69354 -7.69878 -3.60052 0.00 -0.01 0.01 0.074
H 0.37719 -8.34321 -4.85187 -0.01 0.01 0.00 0.078
H 0.26018 -9.15840 -3.30124 0.01 0.00 0.00 0.067
H 1.43091 -6.37938 -3.85965 0.02 0.00 -0.01 0.118
H 2.36277 -7.81492 -3.48184 0.00 0.00 0.02 0.106
H 1.87253 -5.54490 -0.47356 0.06 0.01 0.01 0.101
H 1.99092 -5.01926 -2.14199 0.05 -0.02 -0.02 0.101
H 3.98132 -6.79082 -0.64128 -0.01 -0.02 -0.02 0.060
H 4.23214 -5.20946 -1.36806 -0.01 0.00 0.00 0.074
H 4.01054 -6.61820 -2.39819 0.00 0.01 -0.01 0.073
H 0.15443 -8.51453 -1.15848 0.00 0.01 -0.04 0.099
H 0.99052 -7.58144 0.05468 0.02 0.00 0.00 0.108
H 2.49079 -9.40583 -1.90456 -0.02 -0.02 0.00 0.071
H 1.83625 -9.97536 -0.37603 0.01 0.01 0.01 0.076
H 3.09856 -8.75148 -0.38516 0.01 0.01 -0.04 0.058
```
Positions in Å, forces in eV/Å.

Its spin multiplicity is 1. The calculation puts the HOMO energy at -9.331 eV. Its total charge is +1. The calculated total energy is -61482.8657 eV.



No. 3
ORCA calculation (ωB97M-V/def2-TZVPD) on C10H10ClN2 as an isolated structure at a distorted geometry.

```
23
Properties=species:S:1:pos:R:3:forces:R:3:lowdin_charge:R:1
C 3.10701 0.97350 1.05814 -2.43 0.53 -0.60 -0.292
C 1.67373 1.69706 1.25438 0.03 -1.21 0.17 -0.206
C 0.61947 0.86069 0.45603 -0.33 0.63 0.68 -0.234
C 0.85826 0.66204 -1.01265 -0.56 -0.52 -0.10 -0.043
N 0.05887 -0.04251 -1.84388 0.35 0.97 3.28 0.094
C -1.02859 -0.57168 -1.14776 -1.78 -1.20 -0.37 -0.217
C -1.98798 -1.42301 -1.92884 -1.49 -0.51 1.56 -0.026
C -3.16312 -2.02658 -1.32398 1.67 1.52 1.29 -0.102
C -3.44157 -1.76738 0.11892 2.16 1.29 -0.24 -0.105
C -2.52655 -0.95338 0.88713 -0.16 -0.79 -1.80 -0.031
C -1.29174 -0.35277 0.27956 -1.47 -1.02 -0.03 -0.206
N -0.46091 0.38245 1.12536 1.28 -0.08 -3.21 0.131
H 2.86729 -0.09548 0.76170 0.61 0.99 0.47 0.063
H 3.72537 1.00843 1.99611 -0.58 0.03 -1.06 0.050
H 3.65345 1.55980 0.15046 -1.63 -1.84 2.42 -0.245
H 1.69526 2.75909 0.86364 0.03 -1.10 0.46 0.105
H 1.40844 1.68017 2.35374 -0.20 0.22 -1.31 0.091
H 1.78632 1.11759 -1.44981 -0.99 -0.47 0.52 0.129
H -1.83940 -1.63148 -3.02223 0.23 0.47 1.30 0.099
H -3.87119 -2.68706 -1.88163 0.88 0.78 0.35 0.085
H -4.33558 -2.17894 0.64832 0.88 0.31 -0.74 0.086
H -2.71901 -0.78438 1.98047 0.34 -0.08 -1.29 0.100
Cl 5.21219 1.81382 -0.32318 3.18 1.07 -1.75 -0.329
```
Positions in Å, forces in eV/Å.

Its spin multiplicity is 1. The value obtained for the relative energy (zero: lowest compared OMol25 entry of this formula, charge and spin) is 52.29 kcal per mole. The calculation puts the HOMO energy at -3.252 eV. Its total charge is -1. The calculated total energy is -26034.3852 eV.



No. 4
ORCA calculation (ωB97M-V/def2-TZVPD) on a single C4H3F4NO molecule at a distorted geometry.

```
13
Properties=species:S:1:pos:R:3:forces:R:3:lowdin_charge:R:1
C 2.24951 0.95939 0.06142 -0.89 0.07 1.09 -0.102
C -0.52329 -0.64186 0.01987 -0.90 -2.70 -0.20 -0.282
C 0.79349 1.33084 -0.12037 0.62 -1.05 -1.41 -0.153
C 0.78455 2.44315 -1.17452 0.64 1.95 -0.31 -0.588
N 3.30963 0.61557 0.34049 -0.28 0.12 -0.32 0.194
O 0.11067 0.25885 -0.73393 0.19 0.85 -1.94 -0.015
F -1.67981 -0.21793 0.60226 -0.34 0.86 0.22 0.024
F 1.62655 3.47611 -0.81749 -0.29 -1.24 0.04 0.120
F 1.18401 1.95327 -2.33319 0.66 -0.35 -0.29 0.187
F -0.36569 3.04064 -1.42156 -1.02 -0.33 0.64 0.183
H 0.08484 -1.07829 0.74272 1.36 -0.01 2.12 0.117
H -0.77717 -1.56369 -0.53097 -0.12 0.88 -0.86 0.153
H 0.20552 1.53979 0.73974 0.35 0.95 1.22 0.163
```
Positions in Å, forces in eV/Å.

Its spin multiplicity is 1. The value obtained for the relative energy (zero: lowest compared OMol25 entry of this formula, charge and spin) is 4.25 kcal per mole. The calculation puts the HOMO energy at -12.155 eV. The calculated total energy is -18602.9011 eV.



Number 1: E_LUMO 0.43 eV. Number 2: E_LUMO -3.10 eV. Number 3: E_LUMO 2.30 eV. Number 4: E_LUMO 0.67 eV.